(1)
Entry from OMol25: the molecule C3H3P3 at a distorted geometry (the ωB97M-V functional and the def2-TZVPD basis).

The calculation puts the energy above the lowest of the compared OMol25 structures with the same formula, charge and spin at 399.5 kJ/mol. As for the structure (SMILES): P=C1C(=P)C1=P. For the largest force on an atom, the calculation gives 3.27 eV/Å. The value obtained for the electronic energy is -31019.2802 eV. As for the spin multiplicity: 1. The gap between HOMO and LUMO (spin up / spin down) comes out at 6.12 / 6.23 eV. As for the charge: 0.

Each line ends with the natural charge from an NBO analysis.
Positions of all 9 atoms, in Å:
P: -2.711 -1.655 -0.909  0.50
P: -1.130 0.487 2.573  0.49
P: 1.285 0.046 -1.139  0.45
C: 0.059 -0.215 -0.029  -0.40
C: -1.611 -0.861 0.051  -0.40
C: -0.942 -0.055 0.971  -0.51
H: 2.316 0.472 -0.078  -0.03
H: 0.066 1.410 2.435  -0.03
H: -1.849 -2.155 -1.773  -0.06

***

(2)
Entry from OMol25: the molecule C3H3PS at a distorted geometry (the ωB97M-V functional and the def2-TZVPD basis).

The calculation puts the energy above the lowest of the compared OMol25 structures with the same formula, charge and spin at 33.4 kJ/mol. As for the structure (SMILES): Cc1pc1=S. For the largest force on an atom, the calculation gives 2.34 eV/Å. The value obtained for the electronic energy is -23281.1028 eV. As for the spin multiplicity: 1. The gap between HOMO and LUMO comes out at 6.91 eV. As for the charge: 0.

Each line ends with the natural charge from an NBO analysis.
Positions of all 8 atoms, in Å:
S: 2.473 0.326 -3.155  -0.02
P: 2.832 -1.497 -0.422  0.68
C: 0.235 0.012 -0.044  -0.68
C: 2.198 -0.410 -1.772  -0.40
C: 1.480 -0.514 -0.607  -0.32
H: 0.312 0.908 0.633  0.26
H: -0.274 0.255 -1.000  0.24
H: -0.367 -0.871 0.451  0.24

***

(3)
Entry from OMol25: a 2-piece molecular cluster, C3H4 overall at a distorted geometry (the ωB97M-V functional and the def2-TZVPD basis).

The calculation puts the energy above the lowest of the compared OMol25 structures with the same formula, charge and spin at 347.8 kJ/mol. As for the structure (SMILES): C1=CC=1.[H][H]. For the largest force on an atom, the calculation gives 5.57 eV/Å. The value obtained for the electronic energy is -3170.2459 eV. As for the spin multiplicity: 1. The gap between HOMO and LUMO comes out at 9.95 eV. As for the charge: 0.

Each line ends with the natural charge from an NBO analysis.
Positions of all 7 atoms, in Å:
C: -0.756 0.802 0.351  -0.07
C: 0.001 0.594 -0.844  -0.19
C: -1.039 -0.271 -0.601  -0.19
H: 1.506 -0.502 1.407  -0.02
H: 1.138 -0.217 2.022  0.02
H: 0.799 0.674 -1.465  0.22
H: -1.649 -1.080 -0.871  0.23

***

(4)
Entry from OMol25: the molecule C3H4 at a distorted geometry (the ωB97M-V functional and the def2-TZVPD basis).

The calculation puts the energy above the lowest of the compared OMol25 structures with the same formula, charge and spin at 26.3 kJ/mol. As for the structure (SMILES): C#CC. For the largest force on an atom, the calculation gives 2.48 eV/Å. The value obtained for the electronic energy is -3173.5775 eV. As for the spin multiplicity: 1. The gap between HOMO and LUMO comes out at 11.07 eV. As for the charge: 0.

Each line ends with the natural charge from an NBO analysis.
Positions of all 7 atoms, in Å:
C: 0.195 0.013 -0.486  -0.01
C: -0.530 -0.032 0.813  -0.70
C: 0.943 0.032 -1.423  -0.27
H: -1.600 -0.403 0.776  0.24
H: 0.045 -0.610 1.583  0.24
H: -0.420 1.013 1.199  0.24
H: 1.366 -0.013 -2.462  0.25

***

(5)
Entry from OMol25: a 17-piece molecular cluster, C3H41NO17 overall at a distorted geometry (the ωB97M-V functional and the def2-TZVPD basis).

The calculation puts the energy above the lowest of the compared OMol25 structures with the same formula, charge and spin at 348.0 kJ/mol. For the largest force on an atom, the calculation gives 3.97 eV/Å. The value obtained for the electronic energy is -40072.2533 eV. As for the spin multiplicity: 1. The gap between HOMO and LUMO comes out at 8.77 eV. As for the charge: 0.

Each line ends with the natural charge from an NBO analysis.
Positions of all 62 atoms, in Å:
O: 2.636 -0.436 2.004  -0.77
O: 0.274 -2.425 3.529  -0.96
O: 3.706 2.978 -0.519  -0.95
O: -3.196 3.786 -0.729  -0.95
O: -4.187 -1.518 0.901  -1.00
O: 3.124 -0.320 -3.505  -0.95
O: 3.882 -0.253 -0.561  -0.96
O: 2.344 3.755 1.747  -0.97
O: -0.035 -2.690 -1.880  -0.98
O: 2.398 -3.094 -0.032  -0.96
O: -1.166 0.236 4.009  -0.96
O: -1.704 -2.046 1.729  -0.95
O: -0.128 1.456 -4.222  -0.95
O: -4.233 0.760 -1.507  -0.94
O: 1.738 1.804 -2.117  -0.97
O: -3.082 -1.927 -1.518  -0.98
O: -4.129 0.961 2.187  -0.96
N: -0.660 0.007 0.448  -0.64
C: 0.675 -0.624 0.598  -0.26
C: 1.501 0.291 1.454  -0.09
C: -0.595 1.277 -0.219  -0.49
H: -0.742 2.138 0.472  0.20
H: -2.196 -2.214 -1.792  0.51
H: -1.461 -2.924 1.369  0.47
H: 2.856 3.065 -1.002  0.48
H: -3.642 0.409 -2.170  0.46
H: -1.178 -0.702 -0.073  0.37
H: 1.959 1.096 0.843  0.18
H: 0.476 1.638 -0.293  0.21
H: 0.488 1.416 -3.466  0.47
H: 0.539 -1.644 0.968  0.23
H: 2.031 0.903 -2.362  0.51
H: -0.759 1.376 -1.299  0.22
H: 2.351 2.341 -2.646  0.48
H: 0.546 -3.222 -2.429  0.49
H: -3.881 3.156 -0.489  0.49
H: -3.189 1.103 2.065  0.45
H: -3.690 -1.749 0.106  0.49
H: -3.724 -2.599 -1.769  0.49
H: 1.202 -2.219 3.779  0.47
H: -0.692 0.691 -4.032  0.46
H: 0.208 -1.466 3.381  0.49
H: 3.697 1.996 -0.513  0.49
H: 2.914 0.124 2.741  0.48
H: -4.278 0.157 1.659  0.49
H: 1.124 -0.860 -0.389  0.15
H: 2.502 -2.719 0.856  0.49
H: 2.578 -4.032 0.059  0.48
H: -2.369 3.316 -0.605  0.46
H: 0.477 -2.127 -1.276  0.50
H: 1.482 3.414 1.497  0.45
H: -4.429 -0.046 -1.019  0.48
H: -1.405 0.483 3.109  0.47
H: 4.442 -0.511 -1.299  0.48
H: -3.576 -1.536 1.639  0.50
H: 4.110 -0.887 0.130  0.49
H: 2.968 3.429 1.066  0.49
H: 3.105 -1.279 -3.661  0.48
H: -1.504 -2.515 2.583  0.50
H: -2.063 0.265 4.386  0.48
H: 1.041 0.808 2.295  0.19
H: 2.522 -0.050 -4.215  0.48

***

(6)
Entry from OMol25: a 17-piece molecular cluster, C3H42N2O16 overall at a distorted geometry (the ωB97M-V functional and the def2-TZVPD basis).

The calculation puts the energy above the lowest of the compared OMol25 structures with the same formula, charge and spin at 436.1 kJ/mol. For the largest force on an atom, the calculation gives 3.17 eV/Å. The value obtained for the electronic energy is -39532.1985 eV. As for the spin multiplicity: 1. The gap between HOMO and LUMO comes out at 8.34 eV. As for the charge: 0.

Each line ends with the natural charge from an NBO analysis.
Positions of all 63 atoms, in Å:
O: 1.021 4.463 -1.612  -1.00
O: -0.759 -1.293 -3.202  -0.97
O: 2.909 1.240 -2.435  -0.99
O: -2.894 -2.906 -2.119  -0.98
O: 2.285 3.739 0.556  -0.96
O: -0.185 -3.223 2.218  -1.02
O: -0.820 -3.497 -0.201  -1.01
O: 1.195 3.772 2.909  -0.95
O: -1.706 2.425 -3.978  -0.98
O: 0.888 2.669 -3.710  -0.97
O: 2.723 -3.307 0.761  -0.95
O: 1.261 -3.157 -1.865  -1.00
O: -4.854 -0.963 1.259  -0.94
O: -0.744 2.344 4.573  -0.95
O: -1.428 -2.664 4.480  -0.96
O: 3.322 -1.409 -2.085  -0.99
N: -2.310 0.158 -0.354  -0.89
N: -0.799 0.993 1.350  -0.69
C: 0.931 -0.423 2.346  -0.64
C: -0.231 -0.344 1.383  -0.25
C: -2.132 1.119 0.721  -0.04
H: -2.860 1.064 1.534  0.16
H: -0.718 2.531 -3.899  0.47
H: 0.138 -0.687 0.409  0.15
H: 0.691 3.476 -4.243  0.49
H: 3.408 -3.856 1.144  0.47
H: -0.911 -1.219 1.535  0.22
H: 1.296 0.564 2.657  0.19
H: 0.017 -3.048 -0.351  0.51
H: 2.911 1.809 -1.656  0.50
H: 0.854 3.065 -2.819  0.52
H: -3.046 -1.976 -1.924  0.50
H: 3.086 -0.418 -2.040  0.52
H: 1.721 -0.980 1.813  0.23
H: -0.494 1.980 3.704  0.47
H: -1.766 1.460 -4.021  0.47
H: 0.641 -1.012 3.307  0.23
H: 2.033 -2.576 -2.012  0.50
H: -4.216 -0.273 1.477  0.47
H: -1.494 -3.450 -0.888  0.51
H: -2.347 2.168 0.228  0.21
H: 1.251 4.623 3.398  0.49
H: -0.036 1.603 1.190  0.36
H: 0.710 -3.521 2.064  0.49
H: 3.594 -1.436 -3.013  0.47
H: -0.790 -3.507 1.484  0.52
H: -1.672 0.544 -1.097  0.37
H: 0.313 3.580 3.241  0.50
H: -0.709 -3.141 4.059  0.49
H: 1.344 5.343 -1.861  0.47
H: 1.565 4.343 -0.755  0.49
H: -0.516 1.512 5.012  0.48
H: 1.696 3.574 1.339  0.51
H: 0.151 -1.021 -3.302  0.47
H: 2.457 1.688 -3.158  0.51
H: 2.447 4.686 0.678  0.46
H: 2.833 -3.465 -0.248  0.48
H: 1.570 -4.077 -1.882  0.48
H: -3.318 -3.220 -2.923  0.50
H: -1.902 -2.385 3.694  0.46
H: -4.781 -1.081 0.299  0.47
H: -0.731 -2.184 -2.849  0.49
H: -2.091 -0.821 -0.321  0.37

***

(7)
Entry from OMol25: C3H4AgLiO3 as an isolated structure at a distorted geometry (the ωB97M-V functional and the def2-TZVPD basis).

The calculation puts the energy above the lowest of the compared OMol25 structures with the same formula, charge and spin at 39.0 kJ/mol. For the largest force on an atom, the calculation gives 1.84 eV/Å. The value obtained for the electronic energy is -13519.1197 eV. As for the spin multiplicity: 1. The gap between HOMO and LUMO comes out at 5.90 eV. As for the charge: 0.

Each line ends with the natural charge from an NBO analysis.
Positions of all 12 atoms, in Å:
Ag: 1.125 2.486 -0.177  0.82
O: -1.444 2.860 0.324  -0.53
O: -0.818 -0.759 -1.008  -1.10
O: 1.814 0.430 -0.373  -1.00
C: 1.443 -0.845 -0.052  -0.05
C: -0.108 -1.032 0.140  -0.06
C: -2.523 2.647 0.602  0.53
Li: -2.520 -0.453 -1.035  0.96
H: -0.415 -0.448 1.043  0.09
H: 1.757 -1.588 -0.832  0.13
H: 1.919 -1.205 0.895  0.10
H: -0.230 -2.092 0.473  0.11

***

(8)
Entry from OMol25: C3H4AgO4 as an isolated structure at a distorted geometry (the ωB97M-V functional and the def2-TZVPD basis).

The calculation puts the energy above the lowest of the compared OMol25 structures with the same formula, charge and spin at 346.0 kJ/mol. For the largest force on an atom, the calculation gives 4.35 eV/Å. The value obtained for the electronic energy is -15354.2487 eV. As for the spin multiplicity: 1. The gap between HOMO and LUMO comes out at 7.45 eV. As for the charge: +1.

Each line ends with the natural charge from an NBO analysis.
Positions of all 12 atoms, in Å:
Ag: -0.036 0.050 -2.491  0.90
O: -1.666 -1.178 -1.211  -0.55
O: 1.991 -0.513 0.752  -0.70
O: -0.674 1.002 -0.004  -0.48
O: 2.464 1.424 -0.057  -0.64
C: -1.668 0.424 0.507  0.29
C: 1.627 0.439 -0.050  0.44
C: -2.146 -0.837 -0.137  0.36
H: -2.080 0.765 1.467  0.18
H: 3.263 1.255 0.478  0.50
H: -2.891 -1.451 0.397  0.18
H: 1.817 -1.380 0.350  0.52